Record 1
Density functional theory data (wB97M-V/def2-TZVPD) for a 12-piece molecular cluster, C25H74N8O12 overall.

```
119
Properties=species:S:1:pos:R:3:lowdin_charge:R:1
N -3.4329 -2.7112 3.1036 0.177
H -4.0291 0.6122 5.3006 0.085
H 0.4265 0.4528 -1.9390 0.061
H -4.1917 1.5200 3.8233 0.071
H 1.3084 1.1674 -0.6293 0.060
O 5.3067 1.9416 -2.3295 -0.069
H 1.8434 -2.5811 2.6979 0.075
H -1.3843 2.1572 -2.7877 0.060
C 1.5868 -3.2116 3.5492 -0.068
C 0.3857 0.6374 -0.8655 -0.022
H -2.2390 2.8317 4.1076 0.093
C 4.4295 2.0384 -3.4629 -0.455
C -2.7189 -2.8649 -5.0072 -0.066
H -0.9876 -1.4325 -3.5137 0.084
H -1.8711 -2.7369 -5.6802 0.085
H -2.1826 -0.5858 -2.4816 0.067
C 0.0876 -0.6378 -0.0316 -0.406
H -1.3077 4.4574 -2.2685 0.073
H 1.8551 -0.6285 0.8138 0.049
H -5.0978 3.6590 -1.2363 0.107
H -2.4100 -4.0214 4.7160 0.123
H 1.8185 -1.5694 5.5906 0.071
H -5.3329 1.8822 -0.6436 0.121
C 3.8127 2.0301 1.1502 -0.034
H -2.5194 -3.5844 -4.2131 0.088
C -0.8259 -0.4323 1.2221 -0.030
C -2.0189 -1.4223 -3.1609 -0.078
C 4.1328 0.9254 2.1372 -0.490
H -1.3895 -0.4266 5.8990 0.088
N -0.0061 -6.8600 0.3158 0.170
C 2.5742 -3.2291 4.6529 -0.490
H -4.7917 -2.2416 -4.2871 0.074
H 6.2306 0.7688 1.6482 0.087
H 4.1721 1.8426 0.1384 0.062
H 0.5690 -7.6891 0.2715 0.124
H -1.0106 -6.7835 0.3883 0.113
H -1.1584 -1.3004 1.7913 0.059
H 2.1925 1.6731 -3.6205 0.068
H -0.8498 1.2402 -4.0379 0.070
H -1.7148 0.0267 0.7893 0.061
H 0.2704 5.0897 -3.3921 0.082
H 5.0558 1.2582 -1.7038 0.057
H 4.1125 3.0413 1.4252 0.090
H 3.5012 -3.6627 4.2776 0.140
N -0.0178 -4.6757 0.3107 0.199
C 0.4151 4.9015 -1.4024 -0.817
C -2.6570 -3.6932 2.7808 -0.781
C -2.1950 0.9119 4.2292 -0.517
O 1.9723 -4.0562 5.6485 -0.049
H -3.5753 -3.2101 -5.5864 0.077
O 3.7460 -0.2439 1.4715 -0.080
H 2.4615 -4.3815 -0.4612 -0.052
H 3.4897 -1.7204 6.0351 0.072
O 1.9101 -5.8168 0.2041 0.034
H 4.0396 4.2260 -3.5268 0.071
H -4.0171 -0.1666 3.6048 0.047
N -4.1938 3.8779 -0.8426 0.164
H -3.5777 -2.5219 4.0851 0.115
H 2.6107 2.4722 -2.2503 0.075
H 2.7275 2.1288 1.1248 0.076
H 4.7423 1.2672 -4.1669 0.134
O 1.3151 -1.2690 0.3449 -0.081
O 2.9901 -3.6081 -0.6581 -0.075
N -0.7930 4.4022 -1.4012 0.179
H -0.3745 0.2415 1.9504 0.075
H -3.7443 3.5915 -5.3832 0.081
H 2.4240 -2.8682 -0.4382 -0.027
C 0.7052 -5.7684 0.3041 -0.766
H -0.4408 -1.3768 -0.6339 0.114
H -3.5543 1.8720 -4.8757 0.075
H 6.0091 1.4685 3.2006 0.080
O -4.2393 -1.7218 -3.6987 -0.066
H -2.0937 4.9802 -4.9778 0.091
H -1.2986 3.9787 -0.6363 0.064
C 5.5671 0.7476 2.5128 -0.049
H 2.7190 -4.1854 6.2379 0.083
H 3.0939 -1.0971 4.3978 0.064
C -1.7021 3.0678 -4.8212 -0.442
C 3.0405 1.7453 -2.9394 -0.071
H 1.4781 -4.1933 3.0883 0.078
H -0.3911 1.3682 -0.6406 0.063
C -3.6730 2.8729 -0.1452 -0.775
H 0.0639 2.6809 -3.4830 0.063
H -1.4339 -0.9937 4.2478 0.046
O 1.0669 4.9858 -0.3804 0.022
C -2.9904 -1.5169 -4.3491 -0.464
O -2.6277 2.9847 0.4708 0.023
H -3.4377 3.1256 -3.6800 0.064
H 0.5617 -2.9740 3.8335 0.069
H -4.1784 1.1740 0.5503 0.120
H 1.7245 5.6742 -2.5730 0.122
C 4.6146 3.4403 -4.0168 -0.047
H -0.9680 -4.8354 0.6133 0.055
H -2.0031 -2.2896 -2.5008 0.079
H 5.7376 -0.1711 3.0741 0.080
H 3.0561 0.8147 -2.3720 0.073
H -1.3996 2.8118 -5.8365 0.133
H 4.1831 -0.4452 0.6408 0.103
O -2.0271 2.1846 4.7844 -0.039
C -0.9156 2.2927 -3.7624 -0.060
H -2.9358 -0.7086 -5.0783 0.124
O -1.4090 4.4456 -4.5691 -0.076
C -1.2890 -0.1052 4.8623 -0.044
H 0.3983 -3.7554 0.3219 0.099
C -3.7064 0.6471 4.2601 -0.046
H -0.2564 0.1647 4.6409 0.080
H -1.7428 -5.2119 3.6762 0.136
H -3.9882 -2.3729 2.3308 0.128
N 0.7793 5.3190 -2.5503 0.184
H -3.7014 4.7423 -0.6679 0.123
C -3.2213 2.8987 -4.7239 -0.039
H 5.6769 3.6614 -3.9129 0.080
N -2.3212 -4.3905 3.7801 0.192
H -1.9563 1.0320 3.1725 0.105
C 2.8071 -1.7906 5.1882 -0.032
N -4.5248 1.9177 -0.0388 0.184
O -2.4715 -4.1110 1.6218 -0.011
H 3.3841 0.9601 2.9286 0.138
H 4.3315 3.5259 -5.0659 0.077
```

Results
- Electronic energy: -63616.768 eV
- LUMO level: -0.01 eV
- Strongest force on any atom: 6.9 eV/Å
- Kohn-Sham gap: 9.08 eV
- Energy relative to the best compared isomer or geometry (same formula, charge and spin): 3.220 eV



Record 2
Density functional theory data (wB97M-V/def2-TZVPD) for a 10-piece molecular cluster, C25H75N15O10 overall.

```
125
Properties=species:S:1:pos:R:3:lowdin_charge:R:1
H 3.4618 -3.9246 12.5571 0.069
H 1.8640 7.5541 8.6686 0.113
C 4.5146 13.7496 22.0347 -0.081
H 4.3891 13.1397 19.1523 0.062
H 4.0262 3.4073 13.6901 0.122
N 0.7700 13.2179 14.2627 0.162
H -0.8413 4.9776 11.7598 0.096
N -2.7212 -0.4028 9.6527 0.018
C -2.6874 4.5644 20.8886 -0.810
C 4.0165 11.4552 20.0937 -0.430
H -7.1812 11.9284 17.1558 0.072
H -0.4973 5.6848 7.2706 0.120
H 3.9683 -5.0808 14.3493 0.066
C -5.9927 -2.5612 15.8782 -0.193
C -6.3955 10.6536 15.5189 -0.382
H 4.8439 -2.4049 14.9601 0.140
O -2.7771 4.2672 22.0695 0.029
N 2.0876 11.6531 13.5473 0.156
C 4.0953 -3.1177 14.6143 -0.407
H 2.2860 11.7022 14.5364 0.094
H -3.2548 11.9564 17.4584 0.084
H 5.9075 5.0527 15.6624 0.103
H -1.1460 6.9664 14.6305 0.108
H 3.4012 9.5291 18.9299 0.074
H 5.1011 11.9479 18.3825 0.077
C 3.9485 9.9405 19.7781 -0.060
H -4.6460 5.0437 20.3058 0.125
H -2.2955 10.6916 16.8727 0.077
H 3.0366 11.8334 20.3848 0.132
C -1.6889 5.3597 13.6671 -0.721
O -2.4350 5.0518 14.5757 0.020
H -8.0818 10.3916 16.7812 0.070
N -6.3852 -0.0506 15.6386 0.024
H -6.8919 -0.1539 18.2152 0.073
N 4.2531 12.1763 18.8814 0.007
H 1.0972 13.0008 15.1932 0.118
H 5.2036 11.1949 21.8527 0.112
C -5.9792 -1.1484 16.5555 -0.403
N 0.3257 6.1012 7.6821 0.154
O -4.3381 10.1822 16.8279 -0.173
H 2.8407 -3.1546 16.3901 0.119
H 0.3867 -1.6514 15.8946 0.084
H -4.9871 11.9404 15.7148 0.112
H 3.4926 9.4672 20.6477 0.072
N -1.5009 4.7134 12.4776 0.148
N -1.6147 4.5938 20.2059 0.155
H 6.1217 11.1490 20.5849 0.122
H -2.2134 -2.9452 9.0947 0.085
H -6.2242 0.9035 15.9282 0.064
H -2.3391 -1.6338 4.8204 0.085
O 0.6509 12.7110 12.1012 -0.021
C -4.6075 -4.1845 14.9888 -0.132
H -7.9563 -1.1589 17.5912 0.075
H -1.9704 3.8464 12.2587 0.103
H 4.8964 14.7610 22.1747 0.087
H -5.9616 8.7516 15.9290 0.057
C -1.3725 -2.2573 9.1831 -0.084
N -0.9552 6.4720 13.7706 0.140
H -0.8097 -2.2946 10.1158 0.081
H -0.5030 6.9354 12.9954 0.104
O -4.7801 -2.8108 15.1673 -0.190
C 5.2885 11.7632 20.9264 -0.231
H -5.4271 -4.5731 14.3843 0.092
C -4.8984 10.8542 15.6947 -0.239
C -7.1107 10.8662 16.9219 -0.046
H -6.8965 11.3099 14.8072 0.135
H -6.8910 -2.7267 15.2836 0.127
H -3.0762 10.5322 18.4021 0.086
H -4.4033 -4.6471 15.9544 0.090
C -1.4486 -1.0287 4.9911 -0.102
H -0.7294 4.3638 20.6342 0.129
H -0.6580 -2.6940 8.4853 0.070
H 5.0451 -3.2550 12.5884 0.068
O 4.6152 5.7620 12.9342 0.025
H 4.6733 3.7394 15.2468 0.097
H -2.1482 0.4337 7.1091 0.121
H 6.4399 6.3633 14.6128 0.123
H -3.6891 -4.3118 14.4156 0.085
O -1.0520 -1.0394 6.3553 -0.179
O -0.7877 7.9151 7.1641 0.032
H 5.4585 -4.4852 14.6350 0.069
O 2.3684 -1.5504 15.1306 -0.206
C 1.1396 12.5449 13.2511 -0.760
C 4.0524 -3.1354 13.0223 -0.058
H -3.3459 4.9819 19.1738 0.099
O 5.5638 13.1211 21.2369 -0.175
H 4.9667 9.5559 19.7196 0.068
H -2.2848 -0.3557 10.5623 0.068
H -4.3174 10.6810 14.7889 0.125
H -1.6844 4.6598 19.2005 0.113
H -6.1466 -3.3343 16.6310 0.106
C -3.2441 10.8693 17.3792 -0.127
N 4.3044 4.0944 14.3762 0.152
H 4.2848 13.3090 23.0048 0.088
H 1.1870 9.0520 8.0734 0.129
N 5.8293 5.5823 14.8059 0.158
N -3.6509 5.0114 20.1362 0.160
H 2.4653 10.9406 12.9392 0.117
N 4.4990 -4.4662 14.9499 0.007
H -3.4916 -1.0350 9.8166 0.068
H -2.9980 -1.1172 6.9955 0.121
C -6.8824 -1.1525 17.7783 -0.084
H 1.2318 5.6632 7.7678 0.110
H 0.0749 13.9034 14.0037 0.133
C 0.2112 7.3981 7.6254 -0.828
N -6.4982 9.2089 15.2058 0.016
H -6.5598 10.3141 17.6833 0.068
H -5.7337 -0.0635 14.8669 0.060
H 3.6046 -2.2112 12.6570 0.063
H -6.6796 -2.0036 18.4283 0.076
H 1.1893 -0.1406 15.6966 0.084
H -4.9645 -0.9032 16.8692 0.129
C -2.0428 -0.6449 7.2251 -0.219
C -1.7028 -0.8754 8.7481 -0.440
N 1.2310 8.0432 8.0520 0.171
H -0.8807 -0.1845 8.9348 0.135
C 4.8812 5.2058 13.9834 -0.779
H -0.6571 -1.4478 4.3698 0.086
H 3.5483 13.8817 21.5480 0.076
H 1.9795 -3.5712 14.9088 0.127
H 1.6585 -1.1566 17.0858 0.086
C 1.3498 -1.1624 16.0404 -0.124
C 2.7650 -2.9398 15.3242 -0.186
H -5.9708 8.8920 14.4049 0.063
H -1.6100 -0.0357 4.5715 0.085
```

Results
- Electronic energy: -69963.956 eV
- LUMO level: -0.16 eV
- Strongest force on any atom: 6.9 eV/Å
- Kohn-Sham gap: 8.60 eV
- Energy relative to the best compared isomer or geometry (same formula, charge and spin): 7.832 eV